i.
9
Properties=species:S:1:pos:R:3:mulliken_charge:R:1 method="wB97M-V/def2-TZVPD" lumo_ev=0.54 orbital_gap_ev=10.725
C -0.2237 -1.1826 1.1655 0.54
N -0.4631 -1.4225 2.2811 -0.32
N -0.5163 1.0170 -2.0023 -0.63
O 0.0330 -0.9427 0.0475 -0.46
O 0.8882 1.6768 0.1121 -0.60
P 0.7051 0.9199 -1.1267 0.73
H 1.7089 0.1213 -1.7013 0.14
H -1.1236 -1.9349 2.8434 0.30
H -1.0084 1.7477 -1.6193 0.28

---

ii.
9
Properties=species:S:1:pos:R:3:mulliken_charge:R:1 method="wB97M-V/def2-TZVPD" lumo_ev=0.31 orbital_gap_ev=10.141
C -0.3034 0.4468 -1.0051 0.67
N -1.1523 -0.4752 -0.7534 -0.25
N 0.9902 0.2377 0.4236 -0.22
O -0.1284 1.2722 -1.8122 -0.42
O 1.5401 -0.2837 2.7038 -0.51
P 0.4691 -0.4320 1.7336 0.09
H -0.9503 -1.0534 0.0387 0.17
H -1.9881 -0.6508 -1.3345 0.24
H 1.5230 0.9384 0.0056 0.23

---

iii.
9
Properties=species:S:1:pos:R:3:mulliken_charge:R:1 method="wB97M-V/def2-TZVPD" lumo_ev="-1.25 / -1.33" orbital_gap_ev="7.301 / 7.134" smiles="CP(N=O)N=O"
C 1.3950 -0.0177 0.1298 -0.89
P -0.4298 0.1076 0.4923 0.32
N -0.9143 -1.3783 -0.0802 0.13
O -2.0078 -1.8623 -0.1593 -0.35
N -0.9928 1.4368 -0.3357 0.12
O -2.1031 1.8616 -0.3675 -0.34
H 1.6820 -0.9299 0.5978 0.34
H 1.8591 0.8218 0.5876 0.35
H 1.5118 -0.0396 -0.8647 0.32

---

The winner here is ii, beating the second structure by 7.7 kJ/mol.